Here is C6H7AgO6 as an isolated structure at a distorted geometry from the Open Molecules 2025 dataset. Energies are from the ωB97M-V functional and the def2-TZVPD basis.

Geometry as ORCA input:
```
! RIJCOSX wB97M-V def2-TZVPD def2/J DEFGRID3
* xyz 0 1
O 2.616 0.981 1.366
C 1.682 0.539 0.643
O 0.937 1.577 0.156
O 1.247 -0.613 0.664
Ag 1.542 1.701 3.496
C -0.168 1.642 -0.706
C -1.412 0.838 -0.359
C -2.351 0.766 -1.523
C -2.797 -0.341 -2.114
O -2.512 -1.609 -1.614
C -1.577 -2.386 -2.179
O -1.517 -3.558 -1.927
O -0.757 -1.802 -3.038
H 0.200 1.345 -1.697
H -0.410 2.713 -0.759
H -1.938 1.333 0.473
H -1.142 -0.176 -0.040
H -2.741 1.707 -1.921
H -3.467 -0.344 -2.976
H -0.895 -0.843 -3.098
*
```

E_HOMO   -8.81 eV
Kohn-Sham gap   6.08 eV
LUMO energy   -2.73 eV

Atom charges from the natural (NBO) analysis, given in e for atoms 1 to 4: atom 1 (O): -0.86, atom 2 (C): 0.95, atom 3 (O): -0.58, atom 4 (O): -0.70